1.
DFT (ωB97M-V/def2-TZVPD) results for a 10-piece molecular cluster, C35H74NO17 overall in a non-equilibrium geometry.

Values from the calculation:
Energy above the lowest of the compared OMol25 structures with the same formula, charge and spin in kJ/mol: 123.4
HOMO energy in eV: -12.231
Net charge: +1
Lowest unoccupied orbital energy in eV: -1.55

The geometry in XYZ format:
```
127
C35H74NO17 (ωB97M-V/def2-TZVPD)
O 1.014 1.659 2.663
C -2.613 3.953 -4.588
H -3.614 -1.487 -0.263
H 0.917 -0.347 -0.009
H -3.987 -0.647 -1.513
H -3.741 -6.313 -0.068
C -1.572 -4.261 3.819
H 5.322 -2.171 -1.729
O 2.410 3.913 -1.423
C 3.316 2.429 0.051
H 0.104 -2.796 -3.117
C 1.327 4.457 -2.214
H 3.525 3.002 0.962
H 5.161 0.624 -1.955
H -3.387 -5.622 -1.332
H -2.077 5.023 -6.377
H -0.845 -3.581 4.413
O 2.699 0.975 -3.971
C -1.812 -1.806 -2.311
C 3.977 -1.629 2.453
H 5.346 0.235 -3.893
H 2.612 -4.861 1.969
H 0.851 6.146 -3.759
C -2.874 -5.890 -0.497
C -0.998 -2.716 -3.340
C -2.722 2.749 -2.567
H 0.284 6.401 1.781
C -3.045 2.724 3.259
H -3.373 -1.381 3.145
H 5.514 -3.786 -0.540
H -5.952 -1.990 -0.504
C 1.768 5.620 -3.164
C 1.365 -4.184 0.697
H 1.777 -3.462 2.816
H -5.055 -3.349 -1.149
C 0.547 2.277 3.673
C -2.391 -4.692 0.282
H -3.440 2.967 2.243
O 2.805 -0.180 -2.023
H 0.447 -6.272 0.134
H 0.194 3.718 1.626
H 1.088 -5.318 2.333
H 1.093 -0.165 -4.104
H 0.767 0.841 5.152
H -1.467 -3.706 -3.521
H 1.770 4.176 2.288
C 0.607 4.304 2.483
C 1.834 -4.432 2.095
O -1.475 -2.706 1.976
C -1.707 4.830 -5.473
H -1.314 3.574 -0.864
C -3.142 -0.824 4.186
H -2.108 3.174 3.379
H -3.012 3.159 -5.408
C -2.749 1.163 3.021
O -1.343 -0.931 -1.646
H 0.391 6.114 3.475
H 0.861 1.439 -3.331
H 0.709 -4.885 -0.988
C -4.019 -1.569 5.244
H -3.678 2.901 4.195
C 3.361 0.392 -2.892
O -2.191 0.827 2.033
H 4.719 1.842 -3.582
O -1.998 3.484 -3.449
N 0.158 -0.244 0.765
H -1.581 5.798 -5.016
H -3.499 4.458 -4.309
H 4.672 -0.739 0.147
H 0.671 -0.497 1.610
H -5.029 -1.085 5.164
C 4.546 -1.832 0.112
C -5.260 -2.351 -1.321
H -1.158 -5.317 3.958
C -3.947 -1.633 -1.266
H -1.992 -0.861 4.218
C 0.094 5.760 2.659
H 4.091 -3.133 3.775
C 2.098 2.832 -0.679
C -1.670 -3.900 2.335
H -0.492 -0.917 0.731
H -3.858 -1.232 6.262
H -0.934 -2.157 -4.197
O 0.274 3.625 3.651
O -3.390 0.547 3.996
H 4.223 2.389 -0.520
O -2.160 -4.903 1.611
O 4.788 -2.083 1.496
H -3.796 -2.453 5.100
H 5.267 -2.242 4.222
H 0.823 2.431 5.839
H 0.965 2.485 -5.471
H 2.125 6.416 -2.624
H 2.445 5.461 -4.113
H 2.020 -5.920 -0.642
C 4.789 0.840 -3.010
H -0.636 4.491 -5.658
H -2.843 2.576 -0.323
O -2.988 -2.299 -2.293
H -0.199 1.484 -5.461
H -1.210 2.016 -0.992
C 0.766 1.417 -5.454
C 1.155 -5.486 -0.242
C 4.239 -2.275 3.836
O -3.649 2.088 -2.826
H -5.670 -2.370 -2.294
H 3.291 1.388 0.444
C 0.288 1.831 5.110
H -2.052 -6.698 -0.564
O 1.201 -2.960 0.248
O 0.980 2.289 -0.534
C 1.318 0.948 -4.062
H 1.012 3.642 -2.937
H -0.227 0.697 0.629
O 3.157 -0.679 2.225
H -0.637 1.683 5.195
H -2.311 -4.185 4.441
H 0.537 4.762 -1.496
C -2.056 2.774 -1.133
H 3.620 -1.777 -0.276
H 6.584 -2.519 -0.681
H -1.712 -4.034 -0.191
C 5.565 -2.656 -0.770
H 3.543 -1.593 4.448
H -0.984 5.945 2.689
H -3.307 -4.043 0.283
H 1.202 0.877 -6.137
```


2.
DFT (ωB97M-V/def2-TZVPD) results for a 10-piece molecular cluster, C18H45BF4N3O6 overall in a non-equilibrium geometry.

Values from the calculation:
Energy above the lowest of the compared OMol25 structures with the same formula, charge and spin in kJ/mol: 256.0
HOMO energy in eV: -7.025
Net charge: -1
Lowest unoccupied orbital energy in eV: 2.61

The geometry in XYZ format:
```
77
C18H45BF4N3O6 (ωB97M-V/def2-TZVPD)
C -0.910 3.980 -0.358
C -2.558 -3.781 0.854
H 3.313 -2.180 -5.628
O 2.733 -1.625 -2.821
H 3.420 1.946 -0.098
H 0.973 1.475 -2.858
H -4.001 1.498 -3.831
H -3.326 -0.357 5.326
B 0.664 -0.063 -0.118
H -2.522 -1.597 5.716
H -2.667 1.310 -1.515
H -1.221 -2.994 -0.289
H 4.158 3.092 0.905
H -1.995 5.892 -0.443
C 5.243 1.519 0.713
H 0.482 2.596 0.064
H 0.625 -3.896 0.822
H -2.030 3.149 2.629
H -0.837 -2.284 1.360
N -4.751 2.875 0.781
C -2.172 -1.353 3.766
F -0.277 -0.769 -0.812
C -4.459 1.154 -2.862
C 2.875 -3.258 2.219
C 4.329 2.534 0.147
H 4.576 -2.787 3.381
C 3.112 2.094 -2.955
H 2.172 -2.736 3.084
C 4.275 -2.573 2.242
H -0.439 6.143 -0.287
N 4.294 1.870 -2.940
O -2.960 -0.619 -2.039
C -1.178 -3.261 0.685
H 4.940 3.183 -0.571
H -1.725 -2.334 3.529
H 1.289 2.833 -4.043
H -0.612 -0.168 3.064
H -2.655 -4.990 0.650
H -0.549 3.938 -1.500
C 2.406 -2.594 -4.918
C -3.744 2.661 1.410
H -4.081 0.573 -0.826
O -1.029 -0.450 3.904
C 1.709 -1.733 -3.838
F 1.936 -0.665 -0.335
C -1.259 5.375 -0.014
H -4.934 2.036 -2.458
O 0.402 3.617 0.192
F 0.644 1.219 -0.669
H -1.556 1.870 1.558
H -2.639 -3.582 1.870
N 5.870 0.738 1.296
H 2.240 -1.372 -1.978
O -0.218 -4.304 1.011
H 1.582 -2.605 -5.502
F 0.310 -0.177 1.169
H -1.505 5.502 1.043
H -3.591 -2.059 5.040
H 1.348 -0.724 -4.342
H -2.047 -0.872 -1.840
O 2.171 -3.117 1.084
H 2.801 -4.322 2.542
H 2.787 -3.560 -4.458
H 4.905 -2.910 1.458
H 4.159 -1.418 2.183
H -1.791 3.247 -0.242
H -2.631 1.510 2.839
C -2.965 -1.395 4.970
C -2.464 2.231 2.154
C 1.642 2.373 -3.142
H 0.878 -2.125 -3.553
C -3.530 0.714 -1.833
H -3.280 -3.143 0.098
H -2.707 -1.176 2.936
H 1.337 3.153 -2.419
H 2.355 -2.322 0.654
H -5.143 0.356 -3.016
```


3.
DFT (ωB97M-V/def2-TZVPD) results for a 3-piece molecular cluster, C13H15F7NO4 overall in a non-equilibrium geometry.

Values from the calculation:
HOMO energy in eV: -13.330
Net charge: +1
Lowest unoccupied orbital energy in eV: -5.82

The geometry in XYZ format:
```
40
C13H15F7NO4 (ωB97M-V/def2-TZVPD)
O 5.401 -0.643 -2.291
C -5.540 3.953 0.955
F 2.255 -0.747 -0.873
C 0.251 -1.205 1.056
F -1.228 -5.182 2.833
H 1.146 -2.631 -0.274
C 4.555 -0.334 -1.454
H -0.486 -2.170 -0.753
H 5.369 2.723 -0.652
F -3.314 -4.863 2.292
C 5.403 1.887 -1.359
F 3.422 -2.461 -1.544
C -2.938 2.839 0.558
H -5.351 0.100 0.446
C -4.944 1.197 0.541
H -6.275 4.863 1.137
F -1.475 3.058 0.471
C 3.510 -1.281 -0.868
H -3.442 5.240 0.947
H 5.738 3.175 -3.064
F -1.995 -5.958 0.944
C -3.888 4.165 0.828
H -7.195 2.151 0.921
C 0.150 -2.390 0.113
C -6.053 2.381 0.816
H -2.776 0.606 0.268
O 4.448 0.916 -0.903
N -3.450 1.410 0.428
H 0.879 -1.453 1.917
C -1.664 -3.586 1.084
H 4.027 2.784 -2.762
C 5.048 2.390 -2.747
H 6.419 1.476 -1.321
F 3.782 -1.604 0.429
H 5.086 1.583 -3.487
O -0.324 -3.559 0.802
H -0.731 -0.924 1.453
C -2.049 -4.886 1.785
O -2.445 -2.684 0.783
H 0.673 -0.337 0.545
```


4.
DFT (ωB97M-V/def2-TZVPD) results for one molecule with the formula C7H12OS in a non-equilibrium geometry.

Values from the calculation:
Energy above the lowest of the compared OMol25 structures with the same formula, charge and spin in kJ/mol: 723.5
HOMO energy in eV: -6.965
SMILES: CS1([C@@H]2CO2)=CCCC=1
Lowest unoccupied orbital energy in eV: 0.76

The geometry in XYZ format:
```
21
C7H12OS (ωB97M-V/def2-TZVPD)
C 1.254 0.058 -0.601
C -1.578 -1.025 0.511
C 0.956 2.024 0.616
H 1.568 -0.663 -1.318
H 1.149 2.652 1.478
C -1.266 -2.282 1.154
O -1.781 -2.250 -0.157
C -0.886 -0.651 -2.186
H -0.412 -1.601 -2.192
C -0.460 1.364 0.645
H -0.188 -2.605 1.354
H 1.283 2.311 -0.368
H -2.391 -0.424 0.758
S -0.352 0.011 -0.379
C 1.827 0.801 0.612
H 1.832 0.286 1.610
H -1.933 -0.660 -2.167
H -0.459 0.097 -2.815
H -1.943 -2.536 1.867
H -1.364 1.763 0.854
H 2.829 1.201 0.380
```


5.
DFT (ωB97M-V/def2-TZVPD) results for one molecule with the formula C5H7NOS2 in a non-equilibrium geometry.

Values from the calculation:
Energy above the lowest of the compared OMol25 structures with the same formula, charge and spin in kJ/mol: 114.0
HOMO energy in eV: -8.762
SMILES: C[C@@](O)(S)c1nccs1
Lowest unoccupied orbital energy in eV: 0.59

The geometry in XYZ format:
```
16
C5H7NOS2 (ωB97M-V/def2-TZVPD)
N 1.549 0.194 -0.294
C 1.887 1.836 1.258
H 3.272 1.018 -0.287
S 0.208 1.462 1.516
C 2.392 1.045 0.301
O -1.989 0.451 0.566
C -1.243 -0.869 -1.521
S -0.968 -1.984 0.915
C -0.969 -0.333 -0.041
H -1.902 -1.796 -1.255
H 2.328 2.502 1.883
C 0.353 0.258 0.235
H -0.422 -1.206 -2.056
H -1.733 -0.102 -1.913
H 0.058 -2.500 0.386
H -2.822 0.024 0.307
```


6.
DFT (ωB97M-V/def2-TZVPD) results for one molecule with the formula CH3NOS3 in a non-equilibrium geometry.

Values from the calculation:
Energy above the lowest of the compared OMol25 structures with the same formula, charge and spin in kJ/mol: 0.0
HOMO energy in eV: -8.258
SMILES: NC(=S)SSO
Lowest unoccupied orbital energy in eV: 0.19

The geometry in XYZ format:
```
9
CH3NOS3 (ωB97M-V/def2-TZVPD)
H 2.886 1.460 -0.729
H 0.509 -1.025 0.377
S 0.885 1.931 0.438
H -0.732 -2.364 0.380
O 2.081 1.110 -0.296
N -0.426 -1.361 0.302
C -1.349 -0.510 0.060
S -0.850 1.424 -0.508
S -3.004 -0.665 -0.024
```


- Which value of HOMO energy does entry 5 give?
  -8.762 eV


- lowest unoccupied orbital energy of number 1 (C35H74NO17)?
  -1.55 eV